1.
{"formula": "C5H13N2", "method": "ωB97M-V/def2-TZVPD", "symbols": ["C", "C", "C", "C", "C", "N", "N", "H", "H", "H", "H", "H", "H", "H", "H", "H", "H", "H", "H", "H"], "positions_angstrom": [[2.072203, -1.115919, -0.006042], [1.307848, -0.110833, -0.544847], [3.252926, -1.748155, -0.553398], [-0.311025, 0.350581, 1.408273], [-0.010749, 0.375587, -0.060449], [-0.907798, 0.827655, -0.783763], [-3.699420, 1.380909, -0.134487], [1.670039, -1.629483, 0.834371], [1.583034, 0.427001, -1.453072], [3.395205, -2.655439, -0.081640], [3.183890, -1.984363, -1.616505], [4.093060, -1.095096, -0.407084], [0.330253, -0.354642, 1.935439], [0.024998, 1.258771, 1.934324], [-1.319832, 0.162974, 1.745881], [-1.812624, 1.016489, -0.383161], [-0.832334, 0.846622, -1.828589], [-4.134807, 2.283036, -0.276114], [-4.355136, 0.698094, -0.621761], [-3.529722, 1.066202, 0.892631]], "atomic_forces_ev_per_a": [[-2.86, 1.70, -0.89], [0.07, 0.05, 0.00], [0.28, 1.01, -1.61], [1.21, -0.12, 1.23], [3.40, -2.11, 3.57], [-1.32, 0.72, -4.16], [-0.13, -2.40, 0.67], [-0.36, -0.05, 0.89], [0.34, -0.45, -0.05], [0.65, -1.77, 1.14], [-0.09, 0.38, -0.09], [0.71, 0.17, 0.04], [-0.09, -0.42, -0.29], [-0.19, 0.23, -0.71], [-0.43, -0.03, -0.49], [-1.27, 0.71, -0.18], [-0.07, 0.07, 1.35], [0.15, 0.14, 0.77], [1.24, 0.97, 1.19], [-1.25, 1.20, -2.38]], "relative_energy_kj_mol": 170.13, "homo_energy_ev": -14.08, "homo_lumo_gap_ev": 10.0, "total_charge": 1}

---

2.
{"formula": "C22H49IN4O10P2", "method": "ωB97M-V/def2-TZVPD", "symbols": ["C", "C", "C", "I", "O", "C", "C", "C", "C", "C", "N", "C", "N", "N", "C", "N", "O", "H", "H", "H", "H", "H", "H", "H", "H", "H", "H", "H", "H", "H", "H", "H", "H", "H", "H", "H", "O", "P", "O", "C", "C", "O", "C", "C", "O", "C", "C", "H", "H", "H", "H", "H", "H", "H", "H", "H", "H", "H", "H", "H", "H", "H", "O", "P", "O", "C", "C", "O", "C", "C", "O", "C", "C", "H", "H", "H", "H", "H", "H", "H", "H", "H", "H", "H", "H", "H", "H", "H"], "positions_angstrom": [[-4.320936, 4.017018, -2.368877], [-4.274681, 2.850383, -1.547196], [-4.125711, 1.723861, -0.320142], [-5.804308, 2.013332, 1.053649], [-2.790161, 1.901546, 0.272120], [-2.383503, 0.749810, 1.091767], [-0.884396, 0.165275, 0.779523], [-0.325722, 0.450191, -0.735002], [-1.305874, -0.057950, -1.946815], [-1.688291, -1.653980, -1.907237], [-2.891265, -1.930149, -1.012712], [-2.816084, -3.298623, -0.371900], [-3.658435, -4.332519, -0.747884], [-1.772137, -3.460025, 0.752095], [-2.598876, 1.216983, 2.676488], [-1.661264, 0.529212, 3.644053], [-2.612908, 2.707834, 2.815668], [-4.283340, 5.143974, -2.758941], [-4.139597, 0.670537, -0.837083], [-3.141679, -0.149548, 0.926399], [-0.897595, -0.987151, 1.081045], [-0.093474, 0.659207, 1.523989], [-0.002940, 1.585937, -0.848506], [0.683723, -0.177966, -0.838827], [-0.696244, 0.108156, -2.959725], [-2.299489, 0.548828, -2.071855], [-0.762170, -2.356865, -1.650347], [-2.024447, -1.943368, -3.015376], [-3.735409, -1.809460, -1.619983], [-4.305672, -4.022558, -1.507866], [-2.118055, -2.794335, 1.497345], [-0.836884, -3.090776, 0.413109], [-3.700668, 0.872982, 2.976778], [-1.847332, 0.998986, 4.576768], [-1.859496, -0.507524, 3.717663], [-3.562071, 3.005426, 3.049529], [1.855235, 6.411345, -1.050020], [0.643938, 6.745093, -0.145080], [-0.491047, 6.316925, -1.271291], [-0.753591, 4.934575, -1.451341], [-1.522039, 4.358336, -0.276608], [0.651786, 8.379399, -0.468340], [1.852122, 9.031590, -0.856862], [1.964992, 9.093370, -2.368269], [-0.709421, 7.117984, 0.865994], [-0.465392, 6.927872, 2.251055], [0.648135, 7.821247, 2.763924], [0.185189, 4.392270, -1.608608], [-1.347836, 4.833320, -2.364097], [-0.895518, 4.334586, 0.619537], [-1.847671, 3.336370, -0.490935], [-2.398035, 4.973294, -0.047211], [2.722622, 8.542506, -0.404287], [1.822946, 10.047356, -0.453510], [1.798710, 8.116068, -2.837659], [2.949204, 9.465854, -2.670695], [1.200048, 9.764920, -2.777990], [-0.224975, 5.873567, 2.431612], [-1.393534, 7.153386, 2.784418], [1.607642, 7.560806, 2.305444], [0.756259, 7.721729, 3.849473], [0.449410, 8.871369, 2.522822], [2.014066, -7.484316, -1.688620], [2.912351, -7.082765, -0.493052], [2.920632, -8.592424, 0.185719], [3.776712, -9.568479, -0.385843], [5.232948, -9.282860, -0.069042], [1.676289, -6.448025, 0.426062], [0.506025, -5.936017, -0.194772], [-0.572575, -7.000043, -0.268110], [3.915990, -6.634119, 0.842734], [4.840748, -5.598666, 0.548207], [4.148389, -4.310527, 0.145174], [3.614835, -9.621280, -1.468037], [3.492169, -10.536737, 0.036074], [5.570986, -8.381849, -0.588734], [5.868187, -10.115638, -0.384220], [5.370243, -9.112896, 1.003539], [0.740179, -5.526256, -1.184250], [0.148899, -5.098671, 0.410734], [-0.200111, -7.940785, -0.691633], [-1.420201, -6.654988, -0.869231], [-0.937200, -7.239657, 0.738679], [5.515893, -5.936064, -0.246968], [5.442851, -5.427877, 1.445471], [3.603986, -4.431642, -0.796974], [4.877456, -3.504032, 0.010857], [3.418466, -4.005209, 0.903048]], "atomic_forces_ev_per_a": [[0.61, -7.60, 6.81], [0.00, 8.45, -4.42], [2.01, 0.64, -2.99], [0.60, -0.17, -0.54], [-2.25, -2.07, -0.26], [-0.27, -1.00, 1.21], [0.63, 0.75, 0.53], [0.26, -0.78, 0.10], [0.79, -0.26, -0.78], [0.32, 0.38, -1.35], [0.95, -1.67, 0.05], [-2.55, -2.13, -1.85], [3.51, 4.38, 1.92], [-1.64, 1.39, -1.81], [-2.53, -0.49, 0.19], [-0.85, 1.06, 0.22], [-1.10, -1.85, 0.62], [-0.19, -3.33, 0.84], [-0.45, 1.95, 1.29], [1.53, 1.89, 0.15], [-0.01, 2.54, -0.95], [-1.88, -0.99, -1.55], [-1.00, -2.38, 0.19], [-2.12, 1.33, 0.21], [-1.34, -0.33, 2.14], [1.91, -1.03, 0.45], [-1.99, 1.66, -0.36], [0.96, 0.52, 2.26], [0.94, -0.67, 0.96], [0.86, 0.06, 0.70], [0.67, -0.93, -1.05], [-1.65, -0.40, 0.45], [2.11, 0.76, -0.93], [0.33, -1.08, -1.44], [0.03, 1.82, -0.12], [2.28, -1.06, -0.69], [0.19, -1.87, 4.22], [-3.30, 5.18, -7.85], [0.30, -0.46, 0.36], [-0.36, -0.25, 0.09], [0.18, -0.01, -0.27], [0.47, -0.37, 1.39], [0.37, 0.03, -0.29], [-0.15, 0.03, -0.39], [2.55, -2.27, 1.39], [-0.12, 0.13, 0.82], [-0.01, 0.24, 0.13], [0.01, 0.00, -0.07], [0.08, 0.14, 0.04], [0.02, -0.10, 0.12], [0.34, 0.66, 0.03], [0.10, -0.13, -0.07], [-0.14, 0.01, -0.22], [-0.19, -0.06, 0.06], [0.18, 0.12, 0.27], [-0.11, -0.03, 0.04], [0.16, -0.05, 0.12], [-0.15, 0.05, 0.19], [0.01, -0.05, -0.20], [0.08, -0.04, 0.02], [0.02, -0.03, -0.17], [-0.01, -0.21, 0.04], [3.91, 2.22, -1.17], [-7.21, -4.22, 5.54], [0.63, 0.00, -0.50], [0.12, -0.29, 0.06], [0.15, -0.02, 0.06], [1.15, 0.99, -0.63], [-0.47, -0.04, -0.27], [-0.24, -0.29, 0.11], [1.33, 0.76, -3.35], [0.46, 0.63, 0.23], [-0.06, 0.24, 0.12], [-0.02, -0.04, 0.03], [-0.10, 0.18, 0.01], [0.10, -0.02, -0.04], [-0.05, 0.10, -0.01], [-0.05, -0.08, -0.17], [-0.06, -0.22, 0.06], [0.15, -0.19, 0.14], [0.06, 0.33, -0.07], [0.08, -0.01, 0.14], [0.03, 0.16, -0.18], [0.15, 0.13, 0.13], [-0.11, -0.16, -0.04], [0.01, 0.02, -0.09], [-0.10, -0.13, -0.03], [0.17, -0.10, -0.09]], "homo_energy_ev": -9.45, "homo_lumo_gap_ev": 7.6, "smiles": "[H]/N=C(/N)NCCCC[C@H](O[C@@H](I)C#C)[C@@H](N)O.CCOP(=O)(OCC)OCC.CCOP(=O)(OCC)OCC"}